Record 1
{
  "formula": "C8H17OP2Yb",
  "method": "wB97M-V/def2-TZVPD",
  "elements": ["C", "C", "C", "C", "C", "Yb", "P", "H", "H", "H", "H", "H", "H", "H", "H", "C", "P", "C", "C", "O", "H", "H", "H", "H", "H", "H", "H", "H", "H"],
  "xyz": [[-0.924, -0.154, -2.755], [-0.484, -1.362, -3.295], [-1.191, -2.468, -2.778], [-2.204, -2.060, -1.896], [-2.182, -0.654, -1.639], [-0.163, -1.528, -1.012], [0.982, 1.281, -1.364], [-0.854, 0.886, -3.263], [0.304, -1.570, -4.031], [-1.152, -3.468, -3.211], [-3.087, -0.166, -1.070], [-2.798, -2.820, -1.292], [0.226, 2.516, -1.432], [1.174, 1.448, -2.809], [2.106, 2.140, -1.246], [-0.275, -0.563, 3.502], [0.499, 0.241, 2.022], [0.382, 2.112, 2.008], [2.207, 0.309, 1.808], [-0.276, -0.319, 0.883], [-0.951, 0.113, 4.125], [0.515, -0.940, 4.225], [-0.921, -1.481, 3.064], [0.828, 2.451, 2.973], [1.110, 2.517, 1.219], [-0.634, 2.570, 1.862], [2.588, -0.696, 1.629], [2.537, 0.970, 1.051], [2.635, 0.696, 2.722]],
  "mulliken_charge": [-0.7992, -0.4123, -0.3218, -0.3529, -0.3209, -0.3004, -0.2355, 0.6224, 0.3232, 0.4337, 0.2778, 0.3242, 0.0788, 0.0876, 0.1188, -1.0980, 1.2325, -1.1296, -1.1397, -0.3897, 0.3189, 0.3666, 0.2690, 0.3947, 0.3132, 0.2995, 0.2335, 0.3391, 0.4665],
  "homo_energy_ev": [-3.343, -6.925],
  "e_lumo_ha": [0.0138, 0.0087],
  "spin_multiplicity": 2
}


Record 2
{
  "formula": "C4H29NO11S",
  "method": "wB97M-V/def2-TZVPD",
  "elements": ["C", "C", "C", "S", "N", "C", "O", "H", "H", "H", "H", "H", "H", "H", "H", "H", "H", "H", "O", "H", "H", "O", "H", "H", "O", "H", "H", "O", "H", "H", "O", "H", "H", "O", "H", "H", "O", "H", "H", "O", "H", "H", "O", "H", "H", "O"],
  "xyz": [[-1.698, -1.245, -1.970], [-1.185, -0.908, -0.584], [-1.469, -2.052, 0.435], [0.099, -2.953, 0.843], [-1.928, 0.278, -0.029], [-1.192, 1.487, 0.312], [-0.683, 2.358, -0.673], [-1.318, -2.199, -2.322], [-1.288, -0.531, -2.696], [-2.771, -1.228, -2.111], [-0.172, -0.523, -0.668], [-1.655, -1.515, 1.358], [-2.416, -2.575, 0.281], [-2.812, 0.446, -0.501], [-1.874, 2.097, 0.912], [-0.362, 0.987, 0.812], [4.028, -1.198, -3.083], [3.328, -0.208, -2.018], [4.123, -0.684, -2.286], [1.743, -0.076, 4.450], [1.796, 1.178, 3.787], [1.709, 0.860, 4.700], [-0.947, 2.053, -3.367], [-0.483, 1.686, -4.802], [-0.106, 1.938, -3.954], [-1.297, 2.392, -1.503], [-2.758, 3.210, -2.911], [-2.276, 2.423, -2.647], [2.482, -0.796, 1.193], [0.933, -0.739, 1.572], [1.827, -0.432, 1.787], [-3.570, 1.303, -2.663], [-4.959, 1.523, -2.007], [-4.453, 0.865, -2.488], [-1.907, 0.119, 2.550], [-0.802, -0.196, 3.439], [-1.737, 0.027, 3.506], [2.372, -2.954, 1.791], [1.873, -4.202, 2.347], [2.602, -3.590, 2.486], [3.357, 2.001, 0.728], [3.048, 1.203, 1.973], [3.611, 1.922, 1.655], [1.676, 1.451, -2.493], [0.781, 1.655, -1.303], [1.658, 1.271, -1.550]],
  "mulliken_charge": [-1.5168, 0.7366, -0.5474, -0.6918, -0.0760, -0.9389, -0.7131, 0.4170, 0.2549, 0.3479, 0.1344, -0.0792, 0.3381, 0.2043, 0.2334, 0.6932, 0.2899, 0.3708, -0.6719, 0.3294, 0.3115, -0.6899, 0.4146, 0.2456, -0.7060, 0.4902, 0.0813, -1.0050, 0.2396, 0.0462, -0.3773, 0.4268, 0.2589, -0.6924, 0.2018, 0.3838, -0.7040, 0.2885, 0.3215, -0.6538, 0.3325, 0.3440, -0.7007, 0.2664, 0.3003, -0.5393],
  "homo_energy_ev": -1.086,
  "e_lumo_ha": 0.1852,
  "charge": -2
}